C21H45N3 in the gas phase. Source: OMol25; level of theory: ωB97M-V/def2-TZVPD.

Geometry as XYZ:
```
69
C21H45N3 (ωB97M-V/def2-TZVPD)
N 0.55597 0.07734 1.08272
N 3.58169 0.70387 0.67541
N 4.30122 0.16542 -2.03677
C 1.46753 0.79228 1.95002
C -3.31235 -1.12350 -1.33125
C 5.98664 0.57640 1.39197
C -1.70364 0.71115 -0.69882
C -0.51029 -0.13603 -1.13161
C -0.51000 1.17685 3.53442
C -4.58434 -1.44134 -3.53424
C -5.78336 -0.61875 -1.51464
C -0.12627 3.65437 3.02694
C -5.01173 -2.96630 -1.61234
C -2.11169 -1.95141 -1.80247
C 0.93932 0.69774 3.38990
C -0.65552 2.62140 4.01379
C -4.64969 -1.52837 -2.00754
C -0.86859 -1.61314 -0.98343
C -2.95618 0.35787 -1.49661
C 2.92605 0.28727 1.89904
C 5.28813 0.48286 -1.02747
C 4.88958 0.12388 0.42106
C 0.75221 0.24117 -0.34389
C 4.12066 -1.25095 -2.28201
H 0.95528 3.59161 2.94047
H -5.77874 -0.55044 -0.42895
H 5.07704 -1.67811 -2.58556
H 3.45190 0.63661 2.80441
H -0.37902 4.65891 3.36078
H -6.74510 -1.02206 -1.82512
H -1.47100 1.76987 -0.83442
H 6.21906 -0.02953 -1.28403
H -5.69671 0.38217 -1.92800
H -4.30521 -0.44217 -3.85788
H 3.41247 -1.37077 -3.10108
H -5.99471 -3.22388 -2.00124
H 3.65125 1.71777 0.65203
H 3.74768 -1.81796 -1.41746
H 5.46650 1.56199 -1.08165
H -4.30046 -3.68236 -2.01416
H -1.06422 -1.83489 0.06734
H -3.86795 -2.15182 -3.93761
H 0.97331 1.29684 -0.52482
H -1.02510 0.53542 4.25279
H 6.93806 0.12778 1.11841
H -2.31789 -3.01742 -1.70309
H -5.56024 -1.67166 -3.95705
H -1.90956 -1.74094 -2.85409
H 6.09303 1.65980 1.35986
H -3.44023 -1.30934 -0.25741
H 1.45613 1.83708 1.62306
H 1.00598 -0.34902 3.69722
H -3.77443 0.98853 -1.14998
H 4.77594 -0.96419 0.50152
H 2.92573 -0.80841 1.92097
H -1.88181 0.54204 0.36412
H -1.00357 1.05960 2.56930
H 5.74873 0.27975 2.41115
H 3.41509 0.57410 -1.75135
H -0.03064 -2.23335 -1.31291
H -0.14116 2.73900 4.97117
H -0.30221 0.06226 -2.19011
H -0.56485 3.49709 2.04424
H -5.03565 -3.07238 -0.52990
H -1.71704 2.81536 4.18761
H 1.58788 1.27407 4.05198
H -2.78007 0.57899 -2.55124
H 0.56128 -0.90833 1.32354
H 1.59991 -0.34768 -0.72505
```

Properties
SMILES ... CCCC[C@@H](CN[C@H](C)CNC)NC[C@H]1CC[C@H](C(C)(C)C)CC1
Maximum force ... 0.6 eV/A
Multiplicity ... 1
Kohn-Sham gap ... 9.1 eV
Relative energy (zero: lowest compared OMol25 entry of this formula, charge and spin) ... 4.58 kcal per mole

Here are the natural (NBO) charges for atoms 1 to 6, given in e: number 1, N, carries -0.65; number 2, N, carries -0.65; number 3, N, carries -0.62; number 4, C, carries -0.04; number 5, C, carries -0.22; number 6, C, carries -0.63